(1)
The following is a DFT calculation (ωB97M-V/def2-TZVPD) of a cluster of 7 separate species, C19H45ClN5O7 in total at a distorted geometry.

Last column: Mulliken charge in e.
Cartesian coordinates (Å):
Cl -0.195 -0.658 -0.724  -0.671
C 4.073 3.901 3.344  -0.889
O 3.590 2.647 2.941  -0.155
C 3.704 1.573 3.947  -0.836
C 2.674 0.520 3.645  -0.092
O 3.031 -0.048 2.389  -0.383
C 2.111 -1.053 2.005  0.082
H 3.686 4.425 4.219  0.362
H 3.923 4.594 2.516  0.190
H 5.149 3.828 3.503  0.356
H 3.527 2.011 4.930  0.414
H 4.752 1.275 3.991  0.389
H 1.687 0.977 3.581  0.030
H 2.680 -0.246 4.420  0.437
H 2.502 -1.531 1.107  -0.148
H 1.117 -0.616 1.906  -0.195
H 2.103 -1.799 2.800  0.410
C -2.629 -1.268 -3.880  -0.483
C -1.782 -0.219 -4.581  0.773
O -2.033 0.102 -5.702  -0.696
N -0.839 0.375 -3.837  0.125
C 0.053 1.502 -4.168  -1.117
H -2.241 -1.458 -2.880  -0.099
H -2.681 -2.170 -4.491  0.382
H -3.670 -0.972 -3.750  0.162
H -0.656 0.131 -2.874  -0.118
H 0.268 2.001 -3.223  0.254
H -0.445 2.142 -4.897  0.397
H 0.970 1.095 -4.595  0.330
C 0.179 -4.507 -1.167  -0.595
C 1.669 -4.456 -1.617  0.570
O 2.209 -5.336 -2.234  -0.708
N 2.285 -3.307 -1.420  0.037
C 3.684 -2.897 -1.660  -0.963
H -0.183 -5.529 -1.056  0.374
H -0.383 -3.941 -1.909  0.174
H 0.114 -3.923 -0.248  0.136
H 1.706 -2.576 -1.033  0.048
H 3.829 -2.640 -2.709  0.308
H 4.382 -3.666 -1.331  0.356
H 4.005 -2.023 -1.093  0.281
C -4.279 -0.234 -0.745  -0.524
C -4.072 1.117 -1.219  0.706
O -5.050 1.815 -1.503  -0.760
N -2.814 1.501 -1.432  0.375
C -2.366 2.826 -1.841  -0.786
H -3.349 -0.803 -0.763  -0.167
H -5.086 -0.764 -1.250  0.342
H -4.441 -0.198 0.332  0.336
H -2.181 0.718 -1.358  -0.319
H -3.138 3.562 -1.612  0.332
H -2.033 2.827 -2.878  0.275
H -1.563 3.094 -1.154  0.072
C -3.006 -4.031 0.580  -0.650
C -2.578 -3.326 1.845  0.770
O -3.036 -3.735 2.926  -0.740
N -1.863 -2.206 1.764  0.496
C -1.481 -1.374 2.857  -0.528
H -2.280 -4.789 0.286  0.125
H -3.023 -3.289 -0.219  0.047
H -4.014 -4.441 0.648  0.327
H -1.499 -1.934 0.862  -0.349
H -0.923 -0.527 2.457  -0.204
H -0.825 -1.931 3.526  0.315
H -2.328 -0.985 3.423  0.370
C -0.281 2.141 1.815  -0.201
C 0.175 3.426 1.170  0.304
O -0.574 4.386 1.087  -0.727
N 1.402 3.458 0.675  0.013
C 1.910 4.649 -0.117  -0.986
H -1.310 1.893 1.555  0.318
H -0.286 2.147 2.905  0.372
H 0.331 1.319 1.442  -0.270
H 1.854 2.558 0.600  0.144
H 2.948 4.542 -0.432  0.349
H 1.852 5.477 0.590  0.315
H 1.284 4.849 -0.988  0.280

## Properties
**LUMO**: 2.309 eV
**HOMO**: -6.68 eV
**Orbital gap**: 8.99 eV
**Total charge**: -1
**Energy relative to the best compared isomer or geometry (same formula, charge and spin)**: 0.1868 eV

=====

(2)
The following is a DFT calculation (ωB97M-V/def2-TZVPD) of an isolated molecule of C4H10N2O2 at a distorted geometry.

Last column: Mulliken charge in e.
Cartesian coordinates (Å):
C -1.315 -0.425 0.127  -0.505
C -1.169 -1.530 -0.903  -1.160
N -0.136 0.899 1.399  -0.681
C 1.387 0.018 0.016  0.176
N 0.023 2.119 0.691  -0.471
C 0.350 -0.352 0.860  0.197
O 2.542 -0.730 0.046  -0.482
O 1.290 0.783 -1.116  -0.530
H 0.609 1.472 -0.904  0.536
H 2.905 -0.753 -0.851  0.356
H -0.749 2.726 0.947  0.225
H 0.895 2.559 1.013  0.228
H 0.517 -1.144 1.580  0.415
H -1.688 0.486 -0.332  0.292
H -1.994 -0.694 0.931  0.434
H -0.793 -2.458 -0.470  0.296
H -0.511 -1.234 -1.720  0.287
H -2.164 -1.742 -1.316  0.388

## Properties
**LUMO (alpha / beta)**: 0.119 / -0.001 eV
**HOMO (alpha / beta)**: -6.48 / -5.59 eV
**Orbital gap (alpha / beta)**: 6.60 / 5.59 eV
**Total charge**: 0
**Energy relative to the best compared isomer or geometry (same formula, charge and spin)**: 8.0276 eV

=====

(3)
The following is a DFT calculation (ωB97M-V/def2-TZVPD) of a cluster of 4 separate species, C36H76N4O4 in total at a distorted geometry.

Last column: Mulliken charge in e.
Cartesian coordinates (Å):
C -6.380 0.707 3.543  -1.711
C -5.065 0.664 2.719  1.334
C -5.239 1.106 1.236  -0.579
C -5.484 2.604 1.240  -1.025
C -4.386 3.366 1.858  -0.697
C -3.978 2.955 3.313  1.596
N -3.981 1.478 3.373  0.739
O -3.621 0.967 4.595  -0.555
C -2.562 3.377 3.449  -1.732
C -4.966 3.650 4.281  -1.941
C -4.562 -0.800 2.671  -2.052
H -6.051 0.426 4.543  0.364
H -7.165 0.064 3.144  0.407
H -6.798 1.713 3.556  0.292
H -4.227 1.019 0.841  -0.120
H -5.945 0.491 0.678  0.540
H -6.443 2.737 1.740  0.412
H -5.656 2.902 0.206  0.445
H -4.713 4.406 1.828  0.483
H -3.595 3.211 1.124  0.039
H -2.609 4.421 3.138  0.416
H -2.089 3.177 4.411  0.371
H -1.986 2.862 2.681  0.256
H -5.973 3.567 3.874  0.331
H -4.978 3.243 5.292  0.387
H -4.794 4.700 4.519  0.421
H -5.032 -1.523 2.006  0.402
H -4.495 -1.280 3.648  0.506
H -3.549 -0.925 2.288  0.391
H -3.141 0.162 4.391  0.358
C 1.675 -5.247 -3.974  -2.049
C 0.153 -5.163 -3.788  2.081
C -0.350 -3.706 -3.735  -1.207
C -1.754 -3.432 -4.127  -0.525
C -2.160 -4.137 -5.395  -1.125
C -1.762 -5.724 -5.391  0.972
N -0.424 -5.899 -4.908  0.069
O 0.001 -7.177 -5.050  -0.439
C -2.860 -6.524 -4.638  -1.504
C -1.966 -6.096 -6.904  -1.807
C -0.245 -5.942 -2.541  -1.547
H 2.125 -5.074 -4.952  0.452
H 2.025 -6.276 -3.896  0.462
H 2.259 -4.591 -3.329  0.353
H -0.250 -3.366 -2.704  0.305
H 0.365 -3.190 -4.376  0.310
H -1.764 -2.358 -4.311  0.304
H -2.387 -3.497 -3.242  0.393
H -1.660 -3.618 -6.213  0.331
H -3.244 -4.108 -5.507  0.438
H -2.620 -7.558 -4.390  0.307
H -2.980 -6.068 -3.656  0.389
H -3.842 -6.408 -5.098  0.420
H -3.013 -6.003 -7.193  0.345
H -1.225 -5.513 -7.450  0.485
H -1.740 -7.151 -7.064  0.380
H 0.592 -5.899 -1.844  0.520
H -0.602 -6.949 -2.758  0.126
H -1.132 -5.581 -2.023  0.400
H -0.562 -7.608 -4.404  0.355
C 6.879 2.443 4.913  -1.732
C 6.346 2.675 3.498  1.280
C 6.435 1.254 2.803  -1.213
C 5.241 0.402 3.251  -0.922
C 3.905 1.086 2.870  -1.000
C 3.698 2.506 3.517  1.394
N 4.945 3.302 3.320  0.457
O 4.704 4.572 3.849  -0.506
C 2.514 3.152 2.692  -1.862
C 3.220 2.453 5.011  -1.636
C 7.369 3.545 2.614  -1.739
H 6.764 3.352 5.503  0.417
H 7.923 2.131 4.922  0.436
H 6.440 1.716 5.597  0.302
H 6.418 1.368 1.719  0.405
H 7.386 0.801 3.084  0.486
H 5.158 0.164 4.311  0.345
H 5.350 -0.531 2.697  0.473
H 3.101 0.368 3.033  0.482
H 3.857 1.191 1.786  0.256
H 1.542 2.687 2.857  0.395
H 2.282 4.213 2.778  0.424
H 2.745 2.982 1.640  0.372
H 3.849 1.818 5.635  0.300
H 3.154 3.439 5.471  0.370
H 2.205 2.101 4.823  0.434
H 6.915 3.821 1.662  0.402
H 8.325 3.024 2.566  0.386
H 7.619 4.394 3.250  0.420
H 4.717 5.114 3.057  0.349
C -1.094 -0.341 -1.087  -2.460
C -0.249 0.986 -0.711  2.700
C 1.165 0.556 -0.168  -0.794
C 2.415 0.330 -1.047  -0.635
C 2.447 1.356 -2.158  -1.395
C 1.060 1.606 -2.958  1.729
N -0.053 1.708 -2.051  0.018
O -1.186 2.035 -2.724  -0.458
C 1.342 2.973 -3.714  -1.755
C 0.858 0.500 -3.999  -1.964
C -0.912 1.851 0.245  -2.491
H -0.592 -0.933 -1.852  0.585
H -2.065 -0.122 -1.531  0.411
H -1.249 -1.028 -0.255  0.527
H 1.485 1.155 0.685  -0.216
H 1.051 -0.423 0.297  0.325
H 2.459 -0.618 -1.583  0.264
H 3.233 0.144 -0.352  0.458
H 3.217 1.159 -2.904  0.547
H 2.542 2.316 -1.650  0.334
H 1.965 3.751 -3.273  0.361
H 1.796 2.708 -4.670  0.417
H 0.450 3.523 -4.010  0.385
H 1.748 0.130 -4.509  0.444
H 0.423 -0.443 -3.668  0.271
H 0.307 0.760 -4.903  0.430
H -1.818 2.196 -0.254  0.495
H -0.317 2.716 0.537  0.442
H -1.088 1.171 1.078  0.564
H -1.537 1.152 -2.863  0.417

## Properties
**LUMO**: 0.366 eV
**HOMO**: -7.94 eV
**Orbital gap**: 8.31 eV
**Total charge**: 0
**Energy relative to the best compared isomer or geometry (same formula, charge and spin)**: 4.4340 eV
**Structure (SMILES)**: CC1(C)CCCC(C)(C)N1O.CC1(C)CCCC(C)(C)N1O.CC1(C)CCCC(C)(C)N1O.CC1(C)CCCC(C)(C)N1O

=====

(4)
The following is a DFT calculation (ωB97M-V/def2-TZVPD) of the ion C16H28NO3 with charge +1.

Last column: Mulliken charge in e.
Cartesian coordinates (Å):
C -2.957 -1.762 -1.603  -0.967
H -2.092 -1.191 -1.930  0.197
H -3.653 -1.812 -2.436  0.416
H -2.650 -2.778 -1.374  0.284
C -3.648 -1.114 -0.410  -0.795
H -4.019 -0.127 -0.701  0.345
C -2.769 -0.951 0.834  0.377
C -2.247 -2.260 1.405  -1.391
H -1.592 -2.762 0.699  0.280
H -3.075 -2.923 1.636  0.426
H -1.691 -2.084 2.323  0.400
N -1.612 -0.064 0.518  0.494
C -1.244 0.917 1.558  -0.568
H -0.163 1.051 1.556  0.135
H -1.544 0.571 2.546  0.598
C -1.970 2.237 1.196  -0.542
H -1.476 3.097 1.651  0.397
H -3.003 2.201 1.554  0.384
O -2.059 2.353 -0.210  -0.433
C -1.105 3.152 -0.883  -0.921
H -1.344 3.007 -1.939  0.377
C 0.360 2.789 -0.623  -0.694
H 0.969 3.340 -1.349  0.521
H 0.662 3.097 0.388  0.538
O 0.531 1.392 -0.768  -0.293
C 1.760 0.871 -0.419  0.410
C 2.909 1.624 -0.221  -0.817
C 4.096 1.014 0.141  -1.007
C 4.177 -0.359 0.330  0.634
C 3.027 -1.111 0.134  -0.525
C 1.833 -0.515 -0.233  0.634
O 0.683 -1.295 -0.395  -0.542
C 0.719 -2.134 -1.543  -0.900
H -0.126 -2.815 -1.466  0.220
H 1.643 -2.712 -1.578  0.473
H 0.637 -1.539 -2.457  0.233
H 3.049 -2.181 0.279  0.493
C 5.467 -1.008 0.712  -1.546
H 5.301 -1.997 1.130  0.372
H 6.104 -1.113 -0.167  0.314
H 6.004 -0.402 1.437  0.402
H 4.976 1.624 0.280  0.438
H 2.894 2.693 -0.361  0.417
H -1.245 4.209 -0.627  0.395
H -1.853 0.554 -0.291  0.436
H -0.780 -0.626 0.214  0.122
H -3.371 -0.444 1.594  0.326
H -4.515 -1.714 -0.132  0.452

## Properties
**LUMO**: -1.934 eV
**HOMO**: -11.45 eV
**Orbital gap**: 9.51 eV
**Total charge**: +1
**Energy relative to the best compared isomer or geometry (same formula, charge and spin)**: 0.3802 eV
**Structure (SMILES)**: CC[C@@H](C)[NH2+]CCOCCOc1ccc(C)cc1OC